1.
# C5H13N2O

A cluster of 2 separate species, C5H13N2O in total in a non-equilibrium geometry (ωB97M-V with the def2-TZVPD basis set, the Open Molecules 2025 dataset).

Kohn-Sham gap = 8.82 eV
total charge = +1
calculated total energy = -10415.317 eV
LUMO energy = -3.53 eV
ΔE to the lowest compared entry with this formula, charge and spin = 277.8 kJ/mol

Atoms and positions in Å:
O 0.228 2.857 -0.700
C -0.689 2.456 -0.004
C -1.496 1.214 -0.359
N -0.840 0.394 -1.396
H -1.039 2.988 0.906
H -1.688 0.531 0.512
H -2.440 1.629 -0.758
H -1.428 -0.332 -1.778
H -0.561 1.084 -2.093
H 0.045 -0.104 -1.087
C -0.741 -1.729 0.957
C 0.602 -1.418 0.356
C 1.511 -0.446 0.628
N 2.906 -0.543 0.559
H -1.031 -0.998 1.662
H -1.543 -1.929 0.218
H -0.692 -2.658 1.516
H 1.026 -2.340 -0.239
H 1.198 0.590 0.935
H 3.442 0.221 0.044
H 3.228 -1.469 0.121



2.
# C5H13N2O

A cluster of 2 separate species, C5H13N2O in total in a non-equilibrium geometry (ωB97M-V with the def2-TZVPD basis set, the Open Molecules 2025 dataset).

Kohn-Sham gap = 8.19 eV
total charge = +1
calculated total energy = -10412.205 eV
LUMO energy = -4.49 eV
ΔE to the lowest compared entry with this formula, charge and spin = 578.0 kJ/mol

Atoms and positions in Å:
C -0.318 -1.579 0.248
C 0.481 -0.499 0.090
C -0.096 -2.918 -0.151
C -2.621 0.969 -0.416
C 2.252 1.054 0.489
N -1.521 1.209 0.489
N 1.410 0.269 -0.379
O 2.948 2.089 -0.208
H -1.127 -1.431 0.835
H 0.880 -3.146 -0.554
H -0.287 -3.667 0.763
H -1.006 -3.098 -0.835
H -3.658 0.685 -0.004
H -2.709 1.983 -0.903
H -2.271 0.228 -1.324
H 3.037 0.371 0.934
H 1.725 1.770 1.220
H -1.457 1.676 1.541
H 1.226 0.752 -1.297
H -0.749 1.355 -0.105
H 3.861 1.927 -0.433



3.
# C5H13N2O

A cluster of 2 separate species, C5H13N2O in total in a non-equilibrium geometry (ωB97M-V with the def2-TZVPD basis set, the Open Molecules 2025 dataset).

Kohn-Sham gap = 8.73 eV
total charge = +1
calculated total energy = -10416.155 eV
LUMO energy = -4.76 eV
ΔE to the lowest compared entry with this formula, charge and spin = 197.0 kJ/mol

Atoms and positions in Å:
C -0.475 0.637 2.159
N 0.426 -0.380 2.101
C 0.127 -1.784 2.039
O -1.705 0.517 1.908
H -0.023 1.599 2.557
H 1.324 -0.064 2.491
H -0.125 -2.202 3.004
H 0.910 -2.349 1.507
H -0.721 -1.880 1.363
C 1.318 1.336 -2.130
C 0.550 0.542 -1.076
C -1.845 -0.238 -1.270
N -0.653 -0.089 -1.703
H 1.664 0.722 -3.030
H 0.618 2.120 -2.516
H 2.179 1.839 -1.712
H 1.268 -0.258 -0.730
H 0.200 1.103 -0.184
H -2.578 -0.709 -1.951
H -2.020 0.102 -0.254
H -0.438 -0.565 -2.573



4.
# C5H13N2O

A cluster of 2 separate species, C5H13N2O in total in a non-equilibrium geometry (ωB97M-V with the def2-TZVPD basis set, the Open Molecules 2025 dataset).

Kohn-Sham gap = 4.34 eV
total charge = +1
calculated total energy = -10413.146 eV
LUMO energy = -7.85 eV
ΔE to the lowest compared entry with this formula, charge and spin = 487.2 kJ/mol

Atoms and positions in Å:
O 0.957 -0.129 0.492
C 0.514 0.906 0.879
C -0.730 1.412 0.274
C -1.215 0.950 -0.980
C -2.500 0.172 -0.557
C -2.133 -0.925 0.442
N -1.163 -1.841 -0.026
N 5.107 -0.184 -0.417
H 0.985 1.456 1.714
H -1.356 2.060 0.888
H -0.507 0.286 -1.466
H -1.519 1.751 -1.661
H -3.160 0.893 -0.063
H -3.080 -0.199 -1.400
H -3.077 -1.391 0.730
H -1.674 -0.323 1.303
H -0.295 -1.434 -0.312
H -0.991 -2.619 0.604
H 5.863 0.457 -0.243
H 4.503 -0.192 0.387
H 5.474 -1.107 -0.589



5.
# C5H13N2O2

A cluster of 2 separate species, C5H13N2O2 in total in a non-equilibrium geometry (ωB97M-V with the def2-TZVPD basis set, the Open Molecules 2025 dataset).

Kohn-Sham gap = 7.64 eV
total charge = -1
calculated total energy = -12470.582 eV
LUMO energy = 3.83 eV
ΔE to the lowest compared entry with this formula, charge and spin = 60.9 kJ/mol

Atoms and positions in Å:
C -0.597 0.219 -2.337
O 0.413 -0.671 -2.083
C -0.356 1.571 -1.555
C -0.116 1.534 -0.031
C -1.034 0.646 0.914
N 1.522 -0.776 1.740
C 0.724 0.043 2.505
N -0.377 0.586 2.205
H -0.681 0.449 -3.419
H -1.677 -0.114 -2.219
H -1.075 2.359 -1.800
H 0.567 1.814 -2.120
H 0.870 1.095 0.127
H -0.174 2.568 0.311
H -1.106 -0.275 0.333
H -2.044 1.053 0.991
H 1.170 -1.139 0.856
H 2.389 -1.137 2.085
H 1.004 -0.073 3.560
H -0.064 -3.296 -1.202
H -0.164 -1.582 -1.294
O -0.271 -2.515 -0.697



6.
# C5H13N2O2

A cluster of 3 separate species, C5H13N2O2 in total in a non-equilibrium geometry (ωB97M-V with the def2-TZVPD basis set, the Open Molecules 2025 dataset).

Kohn-Sham gap = 8.13 eV
total charge = +1
calculated total energy = -12461.749 eV
LUMO energy = -4.33 eV
ΔE to the lowest compared entry with this formula, charge and spin = 319.5 kJ/mol

Atoms and positions in Å:
C 1.294 -2.081 0.023
C -1.584 -0.656 0.527
C 2.134 -1.516 1.166
C 0.856 -3.290 -0.139
C -0.440 2.687 -1.568
N -1.647 0.574 0.166
N -1.726 -0.976 1.831
O 0.427 3.569 -1.233
O -1.124 2.776 -2.576
H 3.114 -1.931 1.246
H 2.021 -0.451 1.186
H 1.634 -1.995 2.090
H 1.113 -4.193 0.493
H 0.147 -3.444 -0.886
H -1.328 -1.452 -0.162
H -1.695 1.055 1.062
H -0.545 1.848 -0.822
H 0.856 -1.244 -0.570
H -1.487 -1.864 2.215
H -1.565 -0.225 2.601
H 0.593 4.188 -1.909
H -1.787 2.140 -2.806



7.
# C5H13N2O3

A cluster of 2 separate species, C5H13N2O3 in total in a non-equilibrium geometry (ωB97M-V with the def2-TZVPD basis set, the Open Molecules 2025 dataset).

Kohn-Sham gap (alpha / beta) = 4.58 / 4.58 eV
total charge = +1
calculated total energy = -14503.656 eV
LUMO energy (alpha / beta) = -7.23 / -7.22 eV
ΔE to the lowest compared entry with this formula, charge and spin = 933.4 kJ/mol

Atoms and positions in Å:
C -0.152 -0.236 0.307
C 1.888 0.814 -1.595
C -4.238 0.352 0.221
C 1.673 -0.452 2.009
C 2.048 0.810 -0.012
N -3.031 -0.248 -0.147
N 1.479 -0.303 0.617
O -0.391 -0.762 -0.736
O -3.087 -0.836 -1.318
O 2.069 -1.459 0.018
H 1.047 0.278 -1.914
H 2.050 1.828 -2.099
H 2.728 0.162 -2.051
H -5.051 0.434 -0.549
H -4.633 -0.348 1.139
H -4.072 1.273 0.807
H 2.774 -0.623 2.074
H 1.533 0.538 2.590
H 1.118 -1.195 2.481
H 1.626 1.849 0.211
H 3.137 0.792 0.115
H -2.163 -1.138 -1.360
H 1.648 -1.532 -0.808



8.
# C5H13N2O3

The ion C5H13N2O3 with charge +1 in a non-equilibrium geometry (ωB97M-V with the def2-TZVPD basis set, the Open Molecules 2025 dataset).

Kohn-Sham gap = 12.88 eV
total charge = +1
SMILES = C[C@H](O[N+](=O)[O-])[N+](C)(C)C
calculated total energy = -14506.128 eV
LUMO energy = -2.97 eV
ΔE to the lowest compared entry with this formula, charge and spin = 694.9 kJ/mol

Atoms and positions in Å:
C -1.648 -0.587 -1.038
C -0.573 0.315 -0.438
O 0.251 0.910 -1.553
N -0.035 2.413 -1.860
O -0.738 2.993 -1.138
O 0.525 2.729 -2.811
N 0.372 -0.278 0.560
C 0.976 0.702 1.405
C 1.375 -1.042 -0.191
C -0.306 -1.294 1.403
H -1.289 -1.665 -1.123
H -2.116 -0.152 -1.928
H -2.543 -0.516 -0.421
H -1.091 1.199 -0.063
H 1.772 0.093 1.997
H 1.636 1.453 1.012
H 0.369 1.069 2.272
H 2.061 -1.601 0.520
H 0.714 -1.652 -0.859
H 1.912 -0.384 -0.806
H -0.664 -2.240 0.879
H 0.261 -1.582 2.304
H -1.220 -0.883 1.875



calculated total energy of number 1 (C5H13N2O)?
-10415.317 eV